Entry 1:
# C39H54BNO15

A 3-piece molecular cluster, C39H54BNO15 overall in a non-equilibrium geometry (ωB97M-V/def2-TZVPD, OMol25).

Atoms and positions in Å:
C (-6.84922, 1.86084, -9.86651)
C (-8.32321, 1.43880, -9.87465)
C (-8.58207, 0.16600, -9.07033)
C (-8.23561, 0.25342, -7.57515)
C (-8.51980, 1.62020, -6.92308)
C (-8.77134, 1.50558, -5.41433)
C (-7.46886, 1.64503, -4.58986)
C (-7.70077, 2.28621, -3.20534)
C (-6.76198, 3.47274, -2.93363)
C (-5.35544, 3.03204, -2.46418)
C (-4.81918, 3.94332, -1.34599)
C (-5.13643, 3.37495, 0.05474)
C (-4.00482, 3.61949, 1.07410)
C (-3.02620, 2.41616, 1.14745)
C (-2.42523, 2.25661, 2.55329)
C (-1.10027, 3.01631, 2.69964)
C (0.04497, 2.32112, 1.94243)
C (1.40632, 2.45691, 2.64445)
C (1.45126, 1.54389, 3.86293)
C (2.75889, 1.62168, 4.66529)
C (4.00388, 1.69465, 3.83368)
C (4.52480, 0.69519, 3.08828)
C (3.83638, -0.65364, 2.99469)
B (4.47120, -1.71962, 2.01635)
O (5.09725, -1.38858, 0.85231)
O (4.36829, -3.05546, 2.38975)
C (5.81546, 0.99087, 2.40131)
O (6.74941, 0.21649, 2.32475)
C (5.96294, 2.38225, 1.84665)
O (6.65883, 2.57462, 0.69467)
C (5.42114, 3.37374, 2.58033)
O (5.57501, 4.67877, 2.18174)
N (4.51324, 5.54091, 2.64880)
O (4.31770, 6.37439, 1.87364)
C (4.71910, 3.01693, 3.85753)
O (4.72109, 3.74142, 4.83440)
H (-6.66667, 2.69769, -9.19954)
H (-6.20716, 1.03474, -9.56798)
H (-6.52711, 2.15986, -10.86144)
H (-8.65978, 1.23852, -10.89118)
H (-8.94316, 2.26069, -9.52678)
H (-7.99486, -0.63441, -9.51979)
H (-9.63131, -0.11211, -9.17147)
H (-7.19680, -0.02473, -7.39999)
H (-8.84040, -0.47121, -7.03142)
H (-7.67426, 2.27645, -7.11146)
H (-9.40496, 2.04104, -7.39790)
H (-9.45107, 2.28974, -5.09258)
H (-9.19065, 0.52614, -5.19695)
H (-6.76019, 2.23244, -5.17043)
H (-7.04324, 0.65726, -4.42251)
H (-7.54022, 1.55599, -2.41489)
H (-8.71836, 2.66614, -3.13403)
H (-6.62948, 4.06026, -3.84020)
H (-7.23009, 4.08048, -2.16140)
H (-4.66940, 3.02561, -3.30932)
H (-5.42422, 2.00552, -2.10980)
H (-5.28435, 4.92308, -1.40566)
H (-3.74013, 4.04577, -1.45007)
H (-5.36174, 2.31253, 0.02069)
H (-6.02397, 3.88215, 0.43553)
H (-3.42105, 4.46714, 0.72116)
H (-4.41663, 3.80825, 2.06050)
H (-2.23006, 2.62216, 0.43367)
H (-3.52472, 1.50216, 0.83340)
H (-3.14296, 2.55612, 3.31419)
H (-2.23042, 1.19542, 2.71869)
H (-0.89619, 3.09611, 3.76724)
H (-1.24939, 4.02908, 2.32514)
H (0.07650, 2.73802, 0.93923)
H (-0.20851, 1.26300, 1.88662)
H (1.53374, 3.50198, 2.92470)
H (2.15279, 2.15455, 1.90975)
H (0.65892, 1.86528, 4.53798)
H (1.17727, 0.52994, 3.58209)
H (2.82559, 0.77214, 5.34620)
H (2.70248, 2.50541, 5.29423)
H (3.77777, -1.06595, 3.99867)
H (2.83291, -0.46318, 2.61610)
H (5.33534, -2.18893, 0.37685)
H (5.14790, -3.53349, 2.09145)
H (7.51102, 2.97041, 0.89409)
C (9.74078, -3.19831, 3.87744)
C (8.51074, -3.27755, 3.35359)
C (8.27669, -3.81613, 1.96449)
O (7.13151, -3.88281, 1.54766)
C (9.42336, -4.22953, 1.18168)
C (10.65327, -4.14535, 1.70680)
C (10.88839, -3.63280, 3.10088)
O (12.03353, -3.60574, 3.50752)
O (11.74531, -4.50369, 1.04910)
O (7.43047, -2.89199, 4.02298)
H (9.92220, -2.81649, 4.87184)
H (9.24367, -4.59878, 0.18210)
H (12.49220, -4.34398, 1.65738)
H (6.66438, -3.04013, 3.44350)
C (2.08701, -6.89046, 4.51309)
C (2.58010, -6.20528, 3.47064)
C (3.58752, -6.81117, 2.52877)
O (3.97692, -6.13359, 1.59652)
C (4.04373, -8.16698, 2.78523)
C (3.55111, -8.84705, 3.82834)
C (2.52716, -8.25155, 4.75519)
O (2.12068, -8.94613, 5.66823)
O (3.92100, -10.08649, 4.12496)
O (2.22584, -4.96117, 3.19316)
H (1.36310, -6.46701, 5.19449)
H (4.77817, -8.58708, 2.11280)
H (3.41095, -10.33560, 4.91910)
H (2.73479, -4.69667, 2.40094)

Forces on atoms 1 to 6 (eV/Å):
-0.119 -0.047 -0.291
0.135 -0.226 -0.081
0.051 0.260 0.272
-0.127 0.311 0.131
-0.315 -0.766 -0.026
1.064 0.200 -0.080

Output
E_LUMO   -1.7180 eV
Highest occupied orbital energy   -9.42 eV


Entry 2:
# C4H8O2

A 2-piece molecular cluster, C4H8O2 overall in a non-equilibrium geometry (ωB97M-V/def2-TZVPD, OMol25).

Atoms and positions in Å:
O (-0.74363, -1.99283, -2.35257)
C (-1.43878, -1.00070, -2.28829)
C (-2.12197, -0.35012, -1.07335)
H (-1.85251, -0.50281, -3.20629)
H (-3.22318, -0.46940, -1.33849)
H (-1.86327, -0.73912, -0.13236)
H (-1.97648, 0.71678, -1.10453)
C (1.61805, 0.09478, 2.65382)
C (1.82646, 0.91832, 1.61600)
O (1.07829, 2.01334, 1.42142)
H (2.30231, -0.62872, 2.97685)
H (0.68521, 0.07034, 3.17423)
H (2.81001, 0.94751, 1.08698)
H (1.13814, 2.46769, 0.54374)

Forces on atoms 1 to 6 (eV/Å):
-0.592 1.338 0.390
-0.751 -0.447 0.116
-0.950 -0.419 -2.231
0.647 -0.240 -0.029
1.151 -0.053 0.651
0.235 -0.654 1.140

Output
Energy relative to the best compared isomer or geometry (same formula, charge and spin)   58.41 kcal per mole
E_LUMO   0.5536 eV
Highest occupied orbital energy   -9.03 eV


Which gap between HOMO and LUMO belongs to each record? In order, 0.28309 0.35226 Ha.